Molecular formula: C23H32N8O2
Method: DFT, wB97M-V/def2-TZVPD

Structure (XYZ):
```
65
Properties=species:S:1:pos:R:3:forces:R:3:nbo_charge:R:1
C -7.8048 -1.7956 -0.7978 -0.1 -0.2 0.0 -0.25
H -8.7341 -1.2956 -1.0661 0.0 -0.1 0.0 0.20
O -6.9125 -0.7703 -0.4429 0.3 0.2 0.1 -0.48
C -5.6471 -1.1130 -0.0797 0.0 0.1 0.0 0.24
C -5.1612 -2.4052 0.0071 -0.3 0.1 -0.1 -0.30
C -3.8459 -2.6439 0.3812 0.2 0.1 0.1 -0.17
C -3.0052 -1.5973 0.7006 -0.1 -0.2 0.2 -0.05
C -3.4918 -0.2929 0.6285 -0.2 0.1 0.0 -0.32
C -4.7887 -0.0324 0.2267 -0.1 0.0 0.0 0.35
O -5.3299 1.2070 0.0995 -0.2 -0.4 0.0 -0.49
C -4.4697 2.3187 0.1638 0.2 0.2 0.0 -0.26
H -5.0860 3.1809 -0.0847 0.1 0.0 0.0 0.20
H -3.6553 2.2377 -0.5634 0.0 0.0 0.0 0.19
H -4.0546 2.4539 1.1691 0.0 0.0 0.0 0.17
H -2.8388 0.5265 0.8903 0.1 0.1 0.0 0.21
C -1.5608 -1.8358 1.0452 -0.1 0.0 -0.3 -0.42
H -1.2257 -1.1045 1.7831 0.0 0.0 0.1 0.20
H -1.4282 -2.8326 1.4668 0.0 0.0 0.1 0.22
C -0.6806 -1.7323 -0.2148 0.0 -0.7 0.4 -0.23
N -0.9033 -0.4919 -0.8963 0.4 1.3 -0.2 -0.20
C -0.4612 0.7625 -0.6193 -0.4 -0.6 -0.1 0.34
N -1.0422 1.5784 -1.4695 0.5 0.5 0.6 -0.33
N -1.8177 0.8307 -2.2457 -0.6 0.3 -0.8 -0.07
N -1.7483 -0.3903 -1.9216 -0.3 -1.2 -0.2 -0.05
C 0.5220 1.0588 0.4625 0.3 0.3 0.3 -0.07
N 1.6800 0.2007 0.2445 0.1 0.2 0.1 -0.47
C 2.4088 0.3398 -1.0020 0.1 -0.3 -0.2 -0.24
H 1.7082 0.4967 -1.8228 0.0 0.0 -0.1 0.22
C 3.2153 -0.9431 -1.2303 -0.1 0.3 -0.4 -0.22
N 4.1014 -1.1533 -0.1112 -0.4 -0.1 0.0 -0.41
C 5.4312 -0.9629 -0.2137 0.7 -0.1 -0.1 0.57
N 5.9388 -0.7810 -1.4424 -0.3 0.0 -0.1 -0.52
C 7.2462 -0.6502 -1.5340 0.2 0.0 0.2 0.11
C 8.0859 -0.6912 -0.4295 0.0 0.0 0.0 -0.38
C 7.4588 -0.8758 0.7946 0.2 0.1 -0.3 0.11
N 6.1537 -1.0094 0.9163 -0.3 0.0 0.2 -0.52
H 8.0179 -0.9162 1.7217 0.1 0.0 0.0 0.19
H 9.1532 -0.5826 -0.5163 0.1 0.0 0.0 0.22
H 7.6290 -0.5037 -2.5368 0.1 0.0 0.0 0.19
C 3.4364 -1.1826 1.1675 0.0 0.2 0.4 -0.22
C 2.6041 0.0918 1.3549 0.1 -0.3 0.0 -0.23
H 2.0414 0.0265 2.2886 0.0 0.0 0.0 0.20
H 3.2876 0.9549 1.4146 0.0 0.0 0.0 0.18
H 4.1928 -1.2694 1.9464 -0.2 0.0 -0.1 0.25
H 2.7738 -2.0551 1.1953 0.0 0.0 0.1 0.19
H 3.8157 -0.8667 -2.1357 -0.2 -0.1 0.1 0.25
H 2.5370 -1.7999 -1.3065 0.0 0.1 0.0 0.19
H 3.1180 1.1818 -0.9775 -0.1 0.0 0.0 0.18
C 0.7561 2.5734 0.6923 -0.2 -0.1 0.0 -0.21
C 1.2011 3.3574 -0.5395 0.1 -0.1 0.1 -0.63
H 2.1953 3.0695 -0.8668 0.1 0.0 -0.1 0.20
H 0.4994 3.2046 -1.3537 0.1 0.1 -0.1 0.24
H 1.2243 4.4180 -0.2982 0.0 0.1 0.0 0.21
C -0.5289 3.1909 1.2463 0.2 -0.1 0.0 -0.62
H -0.3579 4.2291 1.5191 0.0 0.1 0.0 0.21
H -1.3082 3.1608 0.4894 -0.1 0.0 0.0 0.22
H -0.8729 2.6601 2.1331 -0.1 0.0 0.1 0.20
H 1.5347 2.6504 1.4613 -0.1 -0.1 0.0 0.20
H 0.0766 0.6842 1.3986 0.0 0.1 -0.1 0.21
H 0.3777 -1.7945 0.0496 -0.2 0.0 -0.1 0.24
H -0.9492 -2.5240 -0.9172 0.1 0.1 0.1 0.23
H -3.4849 -3.6607 0.4245 0.0 -0.1 0.0 0.20
H -5.7952 -3.2447 -0.2286 -0.1 0.0 0.0 0.22
H -7.4409 -2.3675 -1.6579 0.0 0.0 0.0 0.18
H -7.9909 -2.4777 0.0392 0.0 0.0 0.0 0.17
```
Positions in Å, forces in eV/Å.

Summary:
SMILES ... COc1ccc(CCn2nnnc2[C@H](C(C)C)N2CCN(c3ncccn3)CC2)cc1OC
HOMO ... -0.2911 Eh
Gap between HOMO and LUMO ... 0.3121 Eh
Net charge ... 0
Relative energy (zero: lowest compared OMol25 entry of this formula, charge and spin) ... 0.000 eV
E_LUMO ... 0.57 eV



Molecular formula: C4H3N3
Method: DFT, wB97M-V/def2-TZVPD

Structure (XYZ):
```
10
Properties=species:S:1:pos:R:3:forces:R:3:nbo_charge:R:1
C 1.1236 1.2070 0.1425 -0.8 -2.0 -0.1 0.28
C 1.2962 -1.2033 -0.0096 -0.4 0.5 -1.2 0.27
C -0.9637 0.0014 -0.3609 1.3 0.4 -0.2 0.17
C 0.4917 -0.0907 0.2398 -2.4 0.7 4.0 -0.50
N 1.5203 2.2600 0.0842 1.0 2.5 -0.2 -0.26
N 1.7865 -2.1847 -0.2570 1.6 -2.6 -0.5 -0.25
N -1.9981 -0.1975 0.3448 2.5 0.1 -0.2 -0.55
H -0.8098 0.4115 -1.3965 -1.1 -0.4 0.6 0.18
H 0.3490 -0.2795 1.3832 -0.2 0.8 -1.5 0.31
H -2.7957 0.0757 -0.1705 -1.4 0.1 -0.8 0.36
```
Positions in Å, forces in eV/Å.

Summary:
SMILES ... [H]/N=C/C(C#N)C#N
HOMO ... -0.4238 Eh
Gap between HOMO and LUMO ... 0.4322 Eh
Net charge ... 0
Relative energy (zero: lowest compared OMol25 entry of this formula, charge and spin) ... 1.863 eV
E_LUMO ... 0.23 eV



Q: Which of these has the highest E_LUMO?
A: C23H32N8O2



Q: Which formula does entry 2 have?
A: C4H3N3



Q: net charge of number 2 (C4H3N3)?
A: 0